DFT (wB97M-V/def2-TZVPD) results for a structure of composition C25H61BrN3O9PSi2 at a distorted geometry.

Structure (XYZ):
```
102
Properties=species:S:1:pos:R:3:forces:R:3
C 3.439 -1.560 -2.476 0.504 -0.592 -0.642
O 4.190 -0.469 -3.025 -0.845 0.071 1.082
C 3.727 0.810 -2.577 0.629 0.885 -0.864
C 3.653 1.761 -3.826 -0.680 -0.541 0.106
C 2.316 2.557 -3.879 0.852 0.467 0.693
C 2.094 3.433 -2.588 -0.160 -0.595 0.153
C 0.695 3.197 -1.933 0.213 0.405 -0.893
C -0.487 3.374 -2.967 -0.137 0.467 1.022
C -1.511 4.488 -2.494 0.185 -1.432 -0.043
C -2.875 3.832 -2.074 -0.209 0.547 -0.584
C -3.972 3.957 -3.204 0.668 1.100 0.758
C -5.342 4.440 -2.609 -0.133 -0.435 -1.256
Si -6.611 3.048 -2.301 0.728 1.022 -0.533
Br -5.754 0.973 -2.764 -0.490 0.937 0.151
O -7.991 3.413 -3.248 -0.333 -1.794 2.198
Si -9.419 2.649 -2.749 -1.741 1.610 -1.394
O -10.697 3.595 -3.400 1.685 -0.805 0.884
O -9.602 2.629 -1.014 1.217 0.298 -1.353
N -10.885 2.241 -0.720 -0.648 -0.324 0.484
O -10.970 1.868 0.383 -0.200 0.060 0.086
P -9.668 0.613 -3.617 0.812 -1.043 -0.695
C -10.563 -0.505 -2.400 -0.823 0.743 -0.380
C -10.929 0.839 -5.009 -0.536 0.548 1.162
H 2.751 -1.936 -3.262 0.146 0.151 0.552
H 4.166 -2.368 -2.251 -0.480 0.369 -0.015
H 2.879 -1.315 -1.558 0.292 0.055 -0.362
H 2.749 0.762 -2.058 0.412 -0.172 -0.326
H 4.476 1.236 -1.874 -0.488 -0.344 -0.136
H 3.673 1.104 -4.719 0.212 0.339 0.450
H 4.549 2.407 -3.854 -0.520 -0.131 -0.038
H 1.486 1.832 -3.989 0.386 0.428 -0.097
H 2.356 3.250 -4.743 -0.288 -0.617 0.231
H 2.252 4.498 -2.853 -0.318 -0.478 0.245
H 2.857 3.199 -1.813 -0.283 0.104 -0.517
H 0.618 2.179 -1.507 0.333 0.400 -0.143
H 0.607 3.911 -1.091 -0.175 -0.387 -0.383
H -0.124 3.593 -3.985 0.021 -0.074 0.494
H -1.026 2.409 -3.009 0.200 0.482 -0.230
H -1.110 4.992 -1.597 -0.014 -0.028 -0.571
H -1.622 5.218 -3.317 -0.228 -0.182 0.598
H -3.229 4.369 -1.173 -0.014 -0.338 -0.432
H -2.734 2.770 -1.792 0.032 0.533 -0.045
H -3.602 4.766 -3.871 -0.331 -0.473 0.253
H -4.043 3.055 -3.832 -0.109 0.261 0.409
H -5.199 5.076 -1.713 -0.047 -0.574 -0.323
H -5.794 5.119 -3.368 -0.019 -0.484 0.454
H -6.905 3.056 -0.855 -0.346 -0.312 -0.159
H -11.291 3.880 -2.703 -0.286 0.167 0.015
H -11.613 -0.147 -2.322 0.543 -0.369 0.202
H -10.107 -0.526 -1.396 -0.049 -0.024 -0.541
H -10.578 -1.512 -2.854 0.136 0.438 0.333
H -11.049 -0.089 -5.589 0.321 0.407 0.187
H -10.672 1.709 -5.640 0.056 -0.609 0.210
H -11.895 1.079 -4.521 0.339 -0.120 -0.443
C 6.105 -2.427 4.390 0.431 0.050 0.029
O 7.147 -2.644 3.451 -0.261 -0.040 0.045
C 6.728 -3.313 2.269 0.346 0.035 -0.277
C 6.635 -2.359 1.084 -0.172 0.021 0.318
N 5.514 -1.434 1.222 0.133 0.087 -0.039
C 5.550 -0.280 0.319 -0.066 -0.100 0.176
C 6.784 0.632 0.329 -0.269 0.104 -0.168
O 6.933 1.424 1.495 0.108 -0.135 -0.075
C 7.459 0.743 2.621 -0.135 0.293 0.042
H 6.567 -2.174 5.346 0.065 0.013 -0.066
H 5.469 -1.586 4.095 -0.178 -0.077 0.053
H 5.494 -3.316 4.526 -0.035 0.037 -0.055
H 5.789 -3.855 2.423 -0.063 0.129 0.054
H 7.500 -4.054 2.046 -0.016 -0.026 -0.036
H 6.509 -2.941 0.165 -0.001 0.018 -0.024
H 7.594 -1.833 1.022 0.105 -0.110 -0.066
H 5.484 -1.089 2.172 0.049 -0.046 0.019
H 4.680 0.332 0.573 0.041 0.065 -0.075
H 5.388 -0.640 -0.703 0.146 0.021 -0.022
H 6.655 1.344 -0.491 -0.014 0.021 0.034
H 7.709 0.090 0.107 0.026 -0.105 0.137
H 8.217 0.007 2.344 -0.074 -0.087 -0.015
H 6.655 0.270 3.188 0.118 -0.211 0.072
H 7.921 1.482 3.276 -0.001 0.053 -0.101
C -0.452 -4.716 1.928 0.089 0.242 -0.072
O -0.694 -3.508 2.627 -0.102 -0.351 0.003
C -1.407 -3.668 3.849 0.040 0.383 0.248
C -0.496 -3.503 5.061 0.056 -0.236 -0.294
N 0.428 -4.623 5.203 0.112 0.209 0.020
C 1.546 -4.386 6.120 -0.057 -0.106 -0.171
C 2.467 -3.182 5.879 0.072 -0.208 0.243
O 3.309 -3.289 4.742 -0.477 0.099 0.104
C 2.676 -3.024 3.500 0.346 -0.132 -0.061
H -0.161 -4.457 0.910 -0.020 0.052 0.041
H 0.371 -5.282 2.376 -0.059 -0.163 -0.003
H -1.347 -5.342 1.886 0.013 -0.037 0.043
H -1.951 -4.617 3.879 0.148 -0.077 -0.030
H -2.149 -2.866 3.875 -0.020 -0.010 0.016
H -1.112 -3.430 5.962 0.006 0.005 0.015
H 0.032 -2.552 4.932 -0.118 0.125 0.034
H 0.809 -4.859 4.298 -0.044 0.006 -0.038
H 2.166 -5.286 6.087 0.033 0.045 0.081
H 1.143 -4.319 7.136 0.027 0.101 0.006
H 3.144 -3.128 6.737 0.023 -0.034 -0.031
H 1.923 -2.231 5.870 -0.091 0.001 -0.160
H 1.934 -2.226 3.575 -0.081 -0.067 0.041
H 2.223 -3.934 3.103 -0.208 0.089 -0.089
H 3.444 -2.713 2.789 0.040 0.032 0.081
```
Positions in Å, forces in eV/Å.

Output
Highest occupied orbital energy: -8.32 eV
Frontier orbital gap: 0.2973 Eh
Net charge: 0
Electronic energy: -5324.89409 Eh
Largest force on an atom: 0.056 hartree/bohr

Atomic partial charges in e from the Mulliken method, atoms 1 to 8:
1 C -0.697
2 O -0.464
3 C 0.389
4 C -1.028
5 C -0.624
6 C -0.674
7 C -0.645
8 C -0.694